(1)
Density functional theory data (ωB97M-V with the def2-TZVPD basis set) for a molecular structure, C50H41Cl3MoN6O5Te in a non-equilibrium geometry.

Structure (XYZ):
```
107
Properties=species:S:1:pos:R:3:mulliken_spin:R:1
Mo 0.07 0.03 0.46 0.828
O -3.91 -0.39 1.55 0.004
C -2.61 -0.18 1.49 -0.016
O -2.07 0.13 0.41 0.006
C -1.84 -0.25 2.70 0.037
C -2.38 -0.43 3.97 0.004
C -1.52 -0.44 5.05 0.018
C -0.15 -0.34 4.82 -0.015
C 0.33 -0.19 3.53 0.035
N -0.51 -0.07 2.48 -0.034
C 2.17 -0.15 1.72 0.059
O 3.51 0.18 2.11 -0.003
O 1.86 -1.03 0.78 0.031
H -4.30 -0.32 0.67 0.000
H -3.45 -0.57 4.07 0.001
H -1.89 -0.58 6.06 0.000
H 0.55 -0.42 5.64 0.000
N 2.77 9.54 3.74 -0.002
C 2.46 8.50 3.38 0.003
C 2.09 7.20 2.93 -0.005
C 0.75 6.85 2.81 -0.001
C 0.39 5.60 2.33 -0.004
C 1.38 4.67 1.98 -0.005
C 2.72 5.02 2.13 -0.002
C 3.08 6.27 2.59 0.000
C 1.02 3.35 1.46 0.070
C 0.12 3.21 0.41 -0.028
C -0.44 4.27 -0.36 0.014
C -1.26 3.70 -1.30 0.004
C -1.18 2.30 -1.10 0.032
N -0.36 1.99 -0.08 -0.040
C 1.67 2.18 1.99 -0.032
C 2.43 2.06 3.13 -0.056
C 2.95 0.68 3.36 0.001
C 1.79 -0.37 3.21 -0.033
N 1.46 1.02 1.29 -0.064
H -0.01 7.56 3.10 0.000
H -0.65 5.33 2.26 0.000
H 3.49 4.30 1.86 0.001
H 4.12 6.54 2.69 0.000
H -0.24 5.32 -0.23 -0.002
H -1.84 4.20 -2.05 0.000
H -1.74 1.53 -1.60 0.006
H 2.64 2.87 3.81 0.004
H 3.65 0.56 4.18 -0.001
H 2.13 -1.34 3.55 0.005
Cl 1.40 -4.88 -0.02 -0.001
C -0.25 -4.26 0.13 -0.005
Cl -1.33 -5.14 -0.96 0.000
Cl -0.79 -4.46 1.79 0.000
C -0.23 -2.77 -0.23 0.007
N -0.50 -1.86 0.55 0.000
C 1.16 7.42 -6.07 0.001
C 1.15 6.10 -5.36 -0.002
C 0.27 5.09 -5.74 0.005
C 0.22 3.87 -5.07 -0.006
C -0.78 2.84 -5.51 -0.002
C 1.12 3.64 -4.01 0.022
Te 1.05 1.69 -3.12 0.031
N 0.19 -0.31 -1.46 0.048
C 0.11 -1.39 -2.12 0.045
O 0.10 -2.64 -1.56 0.012
C -0.01 -1.50 -3.59 0.006
C -0.98 -0.76 -4.26 -0.004
C -1.12 -0.88 -5.63 0.001
C -0.28 -1.72 -6.34 0.002
C 0.69 -2.46 -5.68 0.000
C 0.82 -2.37 -4.30 0.017
C 3.12 1.27 -3.50 0.028
C 4.08 1.22 -2.48 -0.026
C 3.75 1.47 -1.04 0.008
C 5.40 0.92 -2.82 0.012
C 5.78 0.66 -4.12 -0.007
C 7.20 0.33 -4.47 0.004
C 4.80 0.69 -5.11 0.004
C 3.47 0.99 -4.83 -0.018
C 2.46 1.02 -5.94 0.008
C 1.98 4.66 -3.59 -0.018
C 2.89 4.47 -2.41 0.011
C 1.99 5.87 -4.28 0.004
H 0.58 7.38 -6.99 0.000
H 2.18 7.72 -6.32 0.000
H 0.74 8.20 -5.43 0.000
H -0.40 5.26 -6.57 0.000
H -1.51 3.29 -6.19 0.000
H -1.32 2.43 -4.65 -0.001
H -0.29 2.02 -6.03 0.000
H -1.65 -0.13 -3.69 -0.002
H -1.90 -0.33 -6.14 0.000
H -0.39 -1.81 -7.42 0.000
H 1.34 -3.13 -6.24 0.000
H 1.56 -2.95 -3.77 -0.001
H 2.69 1.69 -0.93 0.003
H 4.33 2.30 -0.64 -0.001
H 3.99 0.59 -0.45 -0.003
H 6.14 0.90 -2.03 -0.001
H 7.79 0.14 -3.58 0.000
H 7.65 1.16 -5.02 0.000
H 7.25 -0.54 -5.12 -0.001
H 5.07 0.47 -6.14 -0.001
H 2.86 0.53 -6.83 0.001
H 2.21 2.05 -6.19 -0.001
H 1.55 0.50 -5.64 -0.004
H 2.37 3.95 -1.61 -0.001
H 3.24 5.44 -2.04 0.001
H 3.77 3.89 -2.70 -0.001
H 2.66 6.66 -3.95 0.000
```

Max |F| (eV Å⁻¹): 3.09
Energy (eV): -118402.7981
Multiplicity: 2
Highest occupied orbital energy (alpha / beta) (eV): -9.13 / -9.09
Total charge: +1
E_LUMO (alpha / beta) (eV): -4.700 / -4.712

(2)
Density functional theory data (ωB97M-V with the def2-TZVPD basis set) for a molecular structure, C2H6OSn in a non-equilibrium geometry.

Structure (XYZ):
```
10
Properties=species:S:1:pos:R:3:lowdin_charge:R:1
Sn 21.39 32.27 -7.64 1.884
C 19.16 35.61 -5.80 -0.061
C 18.21 34.79 -6.64 -0.225
O 18.96 33.83 -7.44 -0.236
H 18.64 36.17 -5.02 0.103
H 19.73 36.35 -6.36 0.090
H 19.85 34.96 -5.27 0.072
H 17.76 35.47 -7.37 0.139
H 17.43 34.28 -6.08 0.136
H 18.59 33.78 -8.34 0.097
```

Max |F| (eV Å⁻¹): 2.64
Energy (eV): -10028.2340
Highest occupied orbital energy (eV): -19.17
Total charge: +2
E_LUMO (eV): -13.156

(3)
Density functional theory data (ωB97M-V with the def2-TZVPD basis set) for a molecular structure, C37H40OP2Zr in a non-equilibrium geometry.

Structure (XYZ):
```
81
Properties=species:S:1:pos:R:3:lowdin_charge:R:1
Zr 0.20 -2.29 0.15 1.738
C 0.20 -0.12 -1.62 -0.117
C 0.20 -1.41 -2.22 -0.214
C 1.44 -2.07 -2.83 -0.179
C 2.46 -2.66 -1.79 -0.178
C 2.73 -1.82 -0.54 -0.193
C 2.98 -0.48 -0.59 -0.046
C 2.69 0.43 -1.72 -0.156
C 1.23 0.95 -1.82 -0.123
C -1.39 -3.57 0.92 -0.234
H -0.81 0.28 -1.42 0.125
H -0.69 -1.63 -2.87 0.146
H 1.96 -1.35 -3.50 0.123
H 1.06 -2.89 -3.49 0.130
H 2.20 -3.70 -1.51 0.117
H 3.40 -2.77 -2.35 0.144
H 2.88 -2.41 0.41 0.129
H 3.37 0.02 0.30 0.141
H 3.02 0.07 -2.71 0.126
H 3.29 1.33 -1.49 0.133
H 1.11 1.79 -1.10 0.118
H 1.08 1.40 -2.83 0.165
H -2.15 -2.98 1.45 0.029
H -0.91 -4.22 1.68 0.036
H -1.89 -4.22 0.19 0.009
P -0.97 -8.51 -1.44 0.960
P 1.05 -8.54 0.44 0.953
C 0.67 -8.80 -2.18 -0.298
C 1.68 -8.75 -1.26 -0.307
C -1.96 -9.80 -2.34 -0.391
C -1.50 -10.44 -3.50 -0.103
C -2.34 -11.26 -4.25 -0.072
C -3.66 -11.46 -3.85 -0.068
C -4.10 -10.91 -2.63 -0.077
C -3.26 -10.12 -1.87 -0.104
C -1.49 -6.92 -2.21 -0.336
C -0.90 -5.74 -1.71 -0.129
C -1.11 -4.54 -2.38 -0.154
C -1.91 -4.47 -3.53 -0.079
C -2.49 -5.65 -4.03 -0.045
C -2.29 -6.87 -3.37 -0.045
C 1.46 -10.27 1.07 -0.336
C 0.79 -11.40 0.58 -0.100
C 1.17 -12.69 0.98 -0.074
C 2.28 -12.87 1.82 -0.070
C 3.00 -11.74 2.28 -0.067
C 2.55 -10.46 1.94 -0.095
C 2.40 -7.53 1.14 -0.430
C 2.25 -7.07 2.47 -0.123
C 3.24 -6.27 3.03 -0.093
C 4.39 -5.94 2.30 -0.095
C 4.57 -6.45 1.00 -0.084
C 3.54 -7.20 0.41 -0.107
H 0.76 -9.09 -3.23 0.064
H 2.74 -8.96 -1.43 0.079
H -0.48 -10.29 -3.84 0.078
H -1.95 -11.74 -5.15 0.112
H -4.35 -12.05 -4.46 0.112
H -5.11 -11.11 -2.29 0.107
H -3.61 -9.73 -0.91 0.102
H -0.25 -5.76 -0.84 0.084
H -0.63 -3.61 -2.04 0.021
H -2.04 -3.50 -4.01 0.102
H -3.08 -5.60 -4.95 0.120
H -2.70 -7.80 -3.77 0.111
H -0.02 -11.29 -0.13 0.092
H 0.63 -13.56 0.60 0.110
H 2.60 -13.88 2.09 0.109
H 3.91 -11.86 2.86 0.109
H 3.08 -9.59 2.32 0.087
H 1.37 -7.36 3.05 0.107
H 3.13 -5.93 4.06 0.106
H 5.17 -5.32 2.75 0.106
H 5.50 -6.29 0.46 0.108
H 3.65 -7.55 -0.61 0.076
C -0.60 1.04 1.23 -0.011
C -0.31 -0.38 0.96 -0.278
O 0.53 -1.07 1.71 -0.144
H -1.69 1.16 1.17 0.123
H -0.18 1.64 0.40 0.083
H -0.21 1.46 2.18 0.124
```

Max |F| (eV Å⁻¹): 3.37
Energy (eV): -60902.0384
Highest occupied orbital energy (alpha / beta) (eV): -10.74 / -10.90
Total charge: +2
E_LUMO (alpha / beta) (eV): -8.852 / -8.680

(4)
Density functional theory data (ωB97M-V with the def2-TZVPD basis set) for a molecular structure, C22H31ClLaN2O3 in a non-equilibrium geometry.

Structure (XYZ):
```
60
Properties=species:S:1:pos:R:3:lowdin_charge:R:1
La -1.34 -0.05 0.89 1.563
Cl -3.76 -0.65 1.52 -0.307
N -0.03 2.27 0.05 0.089
N -0.39 -2.37 0.42 -0.065
C -0.90 2.98 -0.64 -0.375
C -0.88 -3.07 -0.58 -0.446
C 1.08 3.22 0.40 -0.549
C 0.38 4.57 0.28 -0.068
C 2.18 3.13 -0.65 -0.033
C 1.66 2.97 1.77 -0.051
H 1.80 3.32 -1.66 0.071
H 2.64 2.13 -0.63 0.088
H 2.95 3.87 -0.41 0.087
H 0.88 2.87 2.52 0.063
H 2.31 3.81 2.04 0.085
H 2.27 2.06 1.78 0.086
C 0.62 -3.21 1.13 -0.576
C 0.47 -4.56 0.43 -0.079
C 0.28 -3.30 2.60 -0.046
C 2.00 -2.62 0.90 -0.049
H 2.21 -2.56 -0.18 0.087
H 2.76 -3.26 1.36 0.077
H 2.09 -1.61 1.33 0.077
H -0.74 -3.69 2.72 0.089
H 0.35 -2.32 3.10 0.075
H 0.98 -3.99 3.10 0.080
O -0.43 -4.30 -0.70 -0.020
H -0.01 -5.32 1.06 0.121
H 1.40 -4.96 0.02 0.120
O -0.76 4.30 -0.60 0.017
H 0.96 5.37 -0.19 0.128
H -0.02 4.91 1.24 0.132
C -1.99 2.40 -1.49 -0.070
C -1.87 -2.57 -1.58 -0.093
C -1.39 -1.27 -2.18 -0.247
H -2.81 -2.39 -1.03 0.098
H -2.05 -3.35 -2.33 0.113
C -1.65 -0.07 -1.55 -0.270
C -1.47 1.15 -2.15 -0.270
H -1.62 -0.27 3.45 0.011
C -0.69 1.20 -3.34 -0.238
C -0.26 0.00 -3.90 -0.028
C -0.30 2.51 -3.93 -0.056
C -0.61 -1.24 -3.36 -0.234
H 0.37 0.03 -4.80 0.101
C -0.15 -2.52 -3.98 -0.060
H 0.44 -2.32 -4.88 0.065
H -1.01 -3.14 -4.27 0.077
H 0.47 -3.12 -3.30 0.080
H -1.12 3.22 -3.94 0.072
H 0.04 2.37 -4.97 0.071
H 0.54 2.97 -3.39 0.063
H -2.31 3.16 -2.22 0.117
H -2.84 2.17 -0.82 0.124
C -1.40 1.41 4.90 -0.133
C -1.09 0.68 3.65 -0.559
O -0.26 1.03 2.77 -0.390
H -1.99 2.32 4.71 0.059
H -0.49 1.68 5.44 0.060
H -2.00 0.72 5.50 0.065
```

Max |F| (eV Å⁻¹): 3.69
Energy (eV): -45822.5286
Highest occupied orbital energy (alpha / beta) (eV): -1.98 / -0.10
Total charge: -1
E_LUMO (alpha / beta) (eV): 2.586 / 2.614